# 1
ORCA calculation (ωB97M-V with the def2-TZVPD basis set) on a single C16H16N4O8S molecule.

ORCA input file:
```
! RIJCOSX wB97M-V def2-TZVPD def2/J DEFGRID3
* xyz 0 1
C 3.3151 3.0454 2.0313
H 3.6053 2.5862 2.9789
H 4.1296 3.6758 1.6691
H 2.4110 3.6370 2.1571
O 2.9817 2.0563 1.0752
N 4.0547 1.2157 0.8597
C 3.9773 0.3273 -0.0580
C 5.1352 -0.5202 -0.2316
C 5.3783 -1.5511 -1.1111
C 6.6715 -2.0233 -0.8134
C 7.1203 -1.2555 0.2218
O 6.2050 -0.3513 0.5797
H 8.0443 -1.2617 0.7665
H 7.1942 -2.8207 -1.3000
H 4.7157 -1.9001 -1.8747
C 2.8286 0.0939 -1.0044
O 2.9752 -0.3180 -2.1367
N 1.6066 0.3777 -0.4869
C 0.4235 0.2458 -1.2691
H 0.7301 0.0289 -2.2971
C -0.6267 1.3654 -1.1234
O -0.6471 2.5512 -1.2412
N -1.5826 0.4494 -0.7393
C -2.7876 0.5494 -0.0631
C -3.1526 -0.3787 0.8384
C -2.3174 -1.5871 1.1448
H -2.4589 -1.8901 2.1816
H -2.5898 -2.4280 0.5013
S -0.5182 -1.3204 0.9632
C -0.6932 -0.6843 -0.7346
H -1.0110 -1.5025 -1.3848
C -4.4928 -0.3428 1.5221
H -4.9599 0.6354 1.3952
H -4.3956 -0.5778 2.5837
O -5.3568 -1.3602 1.0044
C -5.8298 -1.1410 -0.2446
O -5.5645 -0.1818 -0.9214
N -6.6155 -2.1703 -0.6351
H -6.8804 -2.8755 0.0288
H -7.1216 -2.0865 -1.4984
C -3.6111 1.7461 -0.4305
O -4.2629 2.3979 0.3410
O -3.5059 2.0058 -1.7243
H -4.0499 2.7731 -1.9615
H 1.5284 0.7653 0.4416
*
```

Computed properties:
- HOMO-LUMO gap: 8.6 eV
- SMILES: CO/N=C(\C(=O)N[C@@H]1C(=O)N2C(C(=O)O)=C(COC(N)=O)CS[C@H]12)c1ccco1
- HOMO energy: -8.33 eV
- E_LUMO: 0.2718 eV

Mulliken population analysis, charges in e, atoms 1 to 5:
1. C -0.592
2. H 0.269
3. H 0.245
4. H 0.284
5. O -0.189

=====

# 2
ORCA calculation (ωB97M-V with the def2-TZVPD basis set) on a single C22H33Cl2N3O molecule.

ORCA input file:
```
! RIJCOSX wB97M-V def2-TZVPD def2/J DEFGRID3
* xyz 0 1
C 5.6388 -1.6351 -0.4843
C 4.2648 -0.7423 -0.4414
C 3.2727 -1.5474 0.5576
C 4.7011 0.7075 0.0791
C 3.5716 1.8473 -0.0009
C 2.4760 1.7635 1.2109
C 2.8875 2.0292 -1.4414
O 2.0171 0.9426 -1.8615
C 0.6404 1.2047 -1.5385
N 0.0949 0.4617 -0.4534
C -1.2980 0.7365 -0.2148
C -1.9862 -0.0775 0.9602
C -1.1249 -1.1841 1.7825
C -1.5251 -2.6161 1.0993
C -0.3287 -3.6914 1.1214
Cl 0.4815 -3.7479 -0.5554
C -3.4655 0.1448 1.3620
C -4.0731 -0.6866 2.5936
C -5.6921 -0.8915 2.4815
C -6.0643 -1.5664 1.0531
Cl -7.2059 -0.4948 0.0417
C -4.2720 1.2274 0.5292
C -3.6033 2.0014 -0.6575
C -2.0804 1.7713 -1.0610
N -1.5949 2.5477 -2.1751
C -0.2198 2.2093 -2.3665
C 0.5253 2.9454 -3.6141
N 0.5626 2.0839 -4.8460
H 5.9353 -1.8548 0.6130
H 6.4900 -1.1071 -1.0366
H 5.4019 -2.6744 -0.9419
H 3.8810 -0.7623 -1.5320
H 3.2343 -0.9795 1.5691
H 3.6275 -2.6146 0.7935
H 2.2253 -1.5483 0.0604
H 5.1569 0.6508 1.1448
H 5.5713 1.0630 -0.5991
H 4.1268 2.8491 0.2046
H 1.9819 0.7402 1.2960
H 3.0612 1.9502 2.1901
H 1.7545 2.6419 1.0928
H 3.6714 2.2222 -2.2522
H 2.2442 2.9944 -1.3741
H -0.0013 -1.0462 1.5701
H -1.3728 -1.1758 2.9007
H -2.4409 -3.1005 1.5828
H -1.7680 -2.4260 -0.0175
H 0.4225 -3.5648 1.9714
H -0.8272 -4.7314 1.2408
H -3.6444 -1.7550 2.6673
H -3.7810 -0.1746 3.5923
H -5.9753 -1.6415 3.3022
H -6.1817 0.1421 2.6168
H -5.1113 -1.8346 0.4523
H -6.6086 -2.5577 1.2305
H -5.3666 1.4415 0.8183
H -4.2547 2.7518 -1.2198
H 1.5398 3.3841 -3.3310
H -0.1403 3.8508 -3.9022
H -0.4029 1.9722 -5.2183
H 0.9511 1.1517 -4.6454
*
```

Computed properties:
- HOMO-LUMO gap: 7.5 eV
- SMILES: CC(C)C[C@H](C)COc1nc2c(CCCCl)c(CCCCl)ccc2nc1CN
- HOMO energy: -8.31 eV
- ΔE to the lowest compared entry with this formula, charge and spin: 205.3 kcal per mole
- E_LUMO: -0.7659 eV

Mulliken population analysis, charges in e, atoms 1 to 5:
1. C -1.431
2. C 0.938
3. C -0.661
4. C -1.270
5. C 0.575

=====

Q: Look up the E_LUMO of the second one.
A: -0.7659 eV

=====

Q: E_LUMO of number 1 (C16H16N4O8S)?
A: 0.2718 eV